[1]
Density functional theory data (ωB97M-V/def2-TZVPD) for a cluster of 2 separate species, C3H4N2O in total at a distorted geometry.

```
10
Properties=species:S:1:pos:R:3
N -1.022 0.352 -0.932
C -0.836 1.205 -0.031
O 0.283 1.142 0.795
C 1.453 0.667 0.397
C 0.708 -2.114 0.520
N 1.286 -2.672 1.352
H -1.883 0.542 -1.441
H -1.463 2.044 0.271
H 1.316 0.418 -0.690
H 0.159 -1.585 -0.241
```

The energy relative to the best compared isomer or geometry (same formula, charge and spin) comes out at 117.0 kcal/mol. The molar mass comes out at 84.1 Da. The frontier orbital gap is 9.080 eV. The calculation puts the highest occupied orbital energy at -9.32 eV.

---

[2]
Density functional theory data (ωB97M-V/def2-TZVPD) for an isolated molecule of C3H4N2O.

```
10
Properties=species:S:1:pos:R:3
O 2.237 0.058 -0.066
C 0.892 -0.037 -0.020
N 0.274 -1.203 -0.055
N -1.034 -0.873 0.002
C -1.239 0.459 0.072
C 0.001 1.055 0.062
H 2.577 -0.836 -0.205
H -1.721 -1.608 -0.009
H -2.234 0.880 0.118
H 0.245 2.105 0.100
```

The energy relative to the best compared isomer or geometry (same formula, charge and spin) comes out at 20.8 kcal/mol. The molar mass comes out at 84.1 Da. The frontier orbital gap is 9.963 eV. The calculation puts the highest occupied orbital energy at -8.91 eV.

---

[3]
Density functional theory data (ωB97M-V/def2-TZVPD) for a structure of composition C3H4N2O at a distorted geometry.

```
10
Properties=species:S:1:pos:R:3
C 0.420 -0.083 -0.255
C -0.367 0.963 -0.139
C -1.593 -0.695 -0.035
H 2.045 0.706 -0.562
H 2.363 -1.124 0.347
H 0.028 2.104 0.552
H -2.556 -1.273 0.107
N 1.810 -0.020 0.062
N -0.364 -1.180 -0.060
O -1.786 0.603 -0.017
```

The energy relative to the best compared isomer or geometry (same formula, charge and spin) comes out at 103.2 kcal/mol. The molar mass comes out at 84.1 Da. The frontier orbital gap is 9.359 eV. The calculation puts the highest occupied orbital energy at -8.48 eV.

---

[4]
Density functional theory data (ωB97M-V/def2-TZVPD) for an isolated molecule of C3H4N2O at a distorted geometry.

```
10
Properties=species:S:1:pos:R:3
O -0.886 -1.174 -0.775
C -0.314 0.222 -0.912
C -0.681 0.445 0.431
N 0.385 0.414 1.200
N 1.551 0.288 0.455
C 1.142 0.171 -0.778
H -1.807 -1.137 -1.034
H -1.698 0.512 0.797
H 0.404 0.138 2.169
H 1.903 0.121 -1.554
```

The energy relative to the best compared isomer or geometry (same formula, charge and spin) comes out at 107.8 kcal/mol. The molar mass comes out at 84.1 Da. The frontier orbital gap is 8.396 eV. The calculation puts the highest occupied orbital energy at -8.07 eV.

---

[5]
Density functional theory data (ωB97M-V/def2-TZVPD) for a cluster of 2 separate species, C3H4N2O in total.

```
10
Properties=species:S:1:pos:R:3
O -0.317 0.791 2.742
C 0.177 -0.039 2.089
N -1.505 0.448 -0.751
C -0.332 0.220 -1.149
C 0.890 -0.359 -0.988
N 0.821 -0.812 1.394
H -2.105 0.840 -1.472
H 0.116 0.320 -2.238
H 1.706 0.357 -0.849
H 0.549 -1.767 1.221
```

The energy relative to the best compared isomer or geometry (same formula, charge and spin) comes out at 107.0 kcal/mol. The molar mass comes out at 84.1 Da. The frontier orbital gap is 9.395 eV. The calculation puts the highest occupied orbital energy at -9.17 eV.

---

[6]
Density functional theory data (ωB97M-V/def2-TZVPD) for an isolated molecule of C3H4N2O at a distorted geometry.

```
10
Properties=species:S:1:pos:R:3
C -1.460 -0.199 0.016
C -0.027 -0.022 -0.086
C 0.896 0.892 0.039
H -1.605 -0.603 0.953
H -1.846 0.799 -0.192
H -1.601 -0.909 -0.810
H 0.892 1.993 0.107
N 1.912 -1.009 0.039
N 0.670 -1.224 -0.007
O 2.169 0.282 -0.059
```

The energy relative to the best compared isomer or geometry (same formula, charge and spin) comes out at 70.2 kcal/mol. The molar mass comes out at 84.1 Da. The frontier orbital gap is 11.304 eV. The calculation puts the highest occupied orbital energy at -10.43 eV.

---

[7]
Density functional theory data (ωB97M-V/def2-TZVPD) for an isolated molecule of C3H4N2O at a distorted geometry.

```
10
Properties=species:S:1:pos:R:3
C 0.226 -0.586 0.093
C 3.000 0.024 0.015
C -1.093 -0.185 0.274
N 1.557 -0.080 -0.081
N 2.317 1.168 0.070
O 3.948 -0.659 0.099
H 0.148 -1.663 0.073
H -1.657 0.762 0.340
H -1.655 -1.086 0.493
H 2.153 1.689 -0.802
```

The energy relative to the best compared isomer or geometry (same formula, charge and spin) comes out at 116.4 kcal/mol. The molar mass comes out at 84.1 Da. The frontier orbital gap is 9.211 eV. The calculation puts the highest occupied orbital energy at -8.54 eV.

---

[8]
Density functional theory data (ωB97M-V/def2-TZVPD) for an isolated molecule of C3H4N2O at a distorted geometry.

```
10
Properties=species:S:1:pos:R:3
N 1.454 0.658 0.042
C 1.269 -0.564 0.287
O 0.040 -1.140 0.111
C -0.837 -0.263 -0.538
C -2.059 0.194 0.093
N -3.008 0.535 0.676
H 2.400 0.957 0.247
H 1.987 -1.297 0.655
H -0.439 0.001 -1.511
H -0.807 0.918 -0.061
```

The energy relative to the best compared isomer or geometry (same formula, charge and spin) comes out at 88.2 kcal/mol. The molar mass comes out at 84.1 Da. The frontier orbital gap is 10.554 eV. The calculation puts the highest occupied orbital energy at -9.86 eV.

---

[9]
Density functional theory data (ωB97M-V/def2-TZVPD) for an isolated molecule of C3H4N2O at a distorted geometry.

```
10
Properties=species:S:1:pos:R:3
O 1.753 -0.530 -0.348
C 0.873 0.371 0.375
C -0.031 -0.553 0.875
N -1.209 -0.321 0.304
N -1.196 0.811 -0.470
C 0.040 1.256 -0.401
H 1.139 -0.783 -1.068
H 0.223 -1.414 1.477
H -1.928 -1.010 0.147
H 0.282 2.185 -0.910
```

The energy relative to the best compared isomer or geometry (same formula, charge and spin) comes out at 91.9 kcal/mol. The molar mass comes out at 84.1 Da. The frontier orbital gap (spin up / spin down) is 9.008 / 9.009 eV. The calculation puts the highest occupied orbital energy (spin up / spin down) at -8.56 / -8.56 eV.

---

[10]
Density functional theory data (ωB97M-V/def2-TZVPD) for a structure of composition C3H4N2O at a distorted geometry.

```
10
Properties=species:S:1:pos:R:3
O -1.622 -1.463 -0.248
C -0.815 -0.643 0.042
C 0.707 -0.696 0.417
N 0.828 0.578 1.121
C 0.338 1.158 0.071
N -0.983 0.829 -0.119
H 1.069 -1.571 0.973
H 1.145 -0.551 -0.642
H 0.943 1.204 -0.886
H -1.505 1.127 -0.937
```

The energy relative to the best compared isomer or geometry (same formula, charge and spin) comes out at 104.9 kcal/mol. The molar mass comes out at 84.1 Da. The frontier orbital gap (spin up / spin down) is 7.879 / 7.878 eV. The calculation puts the highest occupied orbital energy (spin up / spin down) at -8.47 / -8.47 eV.

---

[11]
Density functional theory data (ωB97M-V/def2-TZVPD) for the ion C3H4N2O with charge +2 at a distorted geometry.

```
10
Properties=species:S:1:pos:R:3
C 0.661 0.249 1.050
C -0.592 -0.020 -1.253
C -1.856 -0.601 -1.155
N 0.371 0.126 -0.323
N 1.446 -0.284 1.862
O -2.794 -1.227 -1.175
H 0.088 1.227 1.381
H -0.268 0.226 -2.212
H 1.194 0.256 -0.938
H 1.750 0.049 2.762
```

The energy relative to the best compared isomer or geometry (same formula, charge and spin) comes out at 78.6 kcal/mol. The molar mass comes out at 84.1 Da. The frontier orbital gap (spin up / spin down) is 5.730 / 9.020 eV. The calculation puts the highest occupied orbital energy (spin up / spin down) at -20.08 / -22.33 eV. The total charge is +2.

---

[12]
Density functional theory data (ωB97M-V/def2-TZVPD) for an isolated molecule of C3H4N2O2.

```
11
Properties=species:S:1:pos:R:3
N -1.727 -0.287 -0.166
C -0.349 -0.273 0.272
C 0.154 1.162 0.569
O 1.306 1.440 0.360
C 1.808 -0.572 -0.651
O 2.954 -0.434 -0.846
N 0.628 -0.905 -0.586
H -2.110 -1.218 -0.043
H -1.837 -0.052 -1.151
H -0.520 1.910 1.021
H -0.301 -0.803 1.229
```

The energy relative to the best compared isomer or geometry (same formula, charge and spin) comes out at 42.1 kcal/mol. The molar mass comes out at 100.1 Da. The frontier orbital gap is 10.501 eV. The calculation puts the highest occupied orbital energy at -10.08 eV.

---

[13]
Density functional theory data (ωB97M-V/def2-TZVPD) for a structure of composition C3H4N2O2 at a distorted geometry.

```
11
Properties=species:S:1:pos:R:3
C 0.145 0.054 -1.069
C -1.106 -0.396 -0.424
C 0.915 0.214 0.051
H -0.467 0.995 -2.777
H -2.054 -0.604 -0.942
H 0.020 0.037 3.122
H 1.847 0.405 0.301
N -0.806 -0.808 0.804
N 0.279 -0.340 1.031
O 0.407 0.500 -2.300
O 0.819 -0.055 2.202
```

The energy relative to the best compared isomer or geometry (same formula, charge and spin) comes out at 161.2 kcal/mol. The molar mass comes out at 100.1 Da. The frontier orbital gap is 8.617 eV. The calculation puts the highest occupied orbital energy at -8.38 eV.

---

[14]
Density functional theory data (ωB97M-V/def2-TZVPD) for an isolated molecule of C3H4N2O2 at a distorted geometry.

```
11
Properties=species:S:1:pos:R:3
C 0.187 -0.979 -0.520
C -1.127 0.765 -0.064
C 0.134 0.991 0.655
H 1.446 -2.371 -0.802
H -1.484 -0.742 -1.524
H -1.659 0.459 0.760
H -1.528 1.600 -0.528
N 0.536 -2.140 -0.936
N -0.917 -0.228 -0.984
O 0.523 1.845 1.463
O 0.819 -0.224 0.425
```

The energy relative to the best compared isomer or geometry (same formula, charge and spin) comes out at 50.2 kcal/mol. The molar mass comes out at 100.1 Da. The frontier orbital gap is 10.327 eV. The calculation puts the highest occupied orbital energy at -9.81 eV.

---

[15]
Density functional theory data (ωB97M-V/def2-TZVPD) for a cluster of 2 separate species, C3H4N2O2 in total.

```
11
Properties=species:S:1:pos:R:3
C -1.378 -0.503 -0.139
N 0.046 -0.193 0.007
N 0.841 -1.400 0.666
C 0.941 -1.125 -0.539
O 2.152 1.680 0.305
C 1.103 2.063 0.647
O 0.099 2.538 1.005
H -1.578 -1.456 -0.644
H -1.827 -0.525 0.858
H -1.835 0.317 -0.702
H 1.437 -1.397 -1.463
```

The energy relative to the best compared isomer or geometry (same formula, charge and spin) comes out at 88.2 kcal/mol. The molar mass comes out at 100.1 Da. The frontier orbital gap is 10.588 eV. The calculation puts the highest occupied orbital energy at -9.77 eV.

---

[16]
Density functional theory data (ωB97M-V/def2-TZVPD) for a cluster of 2 separate species, C3H4N2O2 in total at a distorted geometry.

```
11
Properties=species:S:1:pos:R:3
C 1.204 1.061 0.147
C -1.549 1.371 -0.491
C 0.862 -2.377 -0.243
N 0.580 0.053 -0.167
N 1.064 -1.145 -0.148
O -2.025 1.260 0.633
O 1.232 2.211 0.395
H -1.527 2.448 -0.893
H -1.434 0.415 -1.153
H -0.157 -2.883 -0.524
H 1.746 -2.908 0.241
```

The energy relative to the best compared isomer or geometry (same formula, charge and spin) comes out at 144.1 kcal/mol. The molar mass comes out at 100.1 Da. The frontier orbital gap is 8.668 eV. The calculation puts the highest occupied orbital energy at -8.81 eV.

---

[17]
Density functional theory data (ωB97M-V/def2-TZVPD) for an isolated molecule of C3H4N2O2 at a distorted geometry.

```
11
Properties=species:S:1:pos:R:3
N -1.017 -0.223 -0.645
N -1.387 0.711 0.335
C 0.478 -0.351 -0.723
C -0.269 0.583 1.144
C 0.975 0.223 0.355
O 1.001 -1.164 -1.649
O -0.176 0.999 2.289
H 1.830 -1.541 -1.308
H -1.557 -1.086 -0.692
H -1.850 1.590 0.139
H 1.971 0.258 0.753
```

The energy relative to the best compared isomer or geometry (same formula, charge and spin) comes out at 82.3 kcal/mol. The molar mass comes out at 100.1 Da. The frontier orbital gap is 9.303 eV. The calculation puts the highest occupied orbital energy at -8.93 eV.

---

[18]
Density functional theory data (ωB97M-V/def2-TZVPD) for an isolated molecule of C3H4N2O2 at a distorted geometry.

```
11
Properties=species:S:1:pos:R:3
C 0.469 -1.460 -0.535
C -0.512 -0.341 -0.452
O -1.375 -0.017 -1.254
O 0.955 0.664 1.193
N -0.218 0.674 0.430
C -0.840 1.873 0.054
N -1.297 2.926 0.106
H 0.691 0.895 2.104
H 0.110 -2.184 -1.268
H 1.464 -1.083 -0.822
H 0.555 -1.947 0.445
```

The energy relative to the best compared isomer or geometry (same formula, charge and spin) comes out at 92.0 kcal/mol. The molar mass comes out at 100.1 Da. The frontier orbital gap is 10.755 eV. The calculation puts the highest occupied orbital energy at -10.44 eV.

---

[19]
Density functional theory data (ωB97M-V/def2-TZVPD) for a structure of composition C3H4N2O2 at a distorted geometry.

```
11
Properties=species:S:1:pos:R:3
C 1.214 -0.855 -0.454
C -1.087 0.963 0.597
C -1.588 -0.368 0.675
H 1.226 -0.642 0.869
H 0.914 -2.090 -0.722
H 2.241 -0.462 -1.027
H 0.313 1.997 -0.475
N 0.030 1.007 -0.241
N -1.913 -1.480 0.782
O 0.193 0.022 -1.173
O -1.543 1.909 1.169
```

The energy relative to the best compared isomer or geometry (same formula, charge and spin) comes out at 136.7 kcal/mol. The molar mass comes out at 100.1 Da. The frontier orbital gap is 10.459 eV. The calculation puts the highest occupied orbital energy at -10.45 eV.

---

[20]
Density functional theory data (ωB97M-V/def2-TZVPD) for an isolated molecule of C3H4N2O2S at a distorted geometry.

```
12
Properties=species:S:1:pos:R:3
C 0.616 -0.659 0.238
C 0.539 0.329 -2.082
C -1.434 0.628 1.792
H 1.556 -2.185 0.788
H -0.510 0.862 -0.439
H -0.119 1.079 -2.574
H -1.927 0.674 2.780
N 1.475 -1.556 0.052
N 0.304 0.325 -0.702
O 1.501 -0.193 -2.593
O -1.744 1.376 0.914
S -0.256 -0.681 1.826
```

The energy relative to the best compared isomer or geometry (same formula, charge and spin) comes out at 29.8 kcal/mol. The molar mass comes out at 132.1 Da. The frontier orbital gap is 10.166 eV. The calculation puts the highest occupied orbital energy at -9.97 eV.